(1)
C28H25BrMoSi as an isolated structure in a non-equilibrium geometry. Source: OMol25; level of theory: ωB97M-V/def2-TZVPD.

Each line ends with the Mulliken spin population.
Cartesian coordinates (Å):
C: 3.612 0.927 -2.277  -0.001
C: 2.512 1.438 -3.006  -0.038
C: 1.732 2.260 -2.122  -0.016
H: 2.357 1.290 -4.065  0.003
C: 2.347 2.200 -0.821  -0.002
C: 3.496 1.346 -0.926  -0.002
H: 4.221 1.168 -0.133  0.017
H: 4.462 0.402 -2.711  0.010
H: 0.797 2.743 -2.368  0.016
H: 2.011 2.672 0.090  0.009
Mo: 1.555 0.261 -1.355  2.304
Br: 0.087 -0.467 -3.253  0.074
C: 1.735 -2.682 -0.663  0.002
C: 2.752 -1.965 0.054  -0.064
C: 3.827 -1.730 -0.847  0.002
H: 2.694 -1.641 1.099  0.013
C: 3.469 -2.261 -2.121  -0.064
C: 2.173 -2.841 -2.008  -0.083
H: 1.618 -3.333 -2.791  -0.001
H: 0.796 -3.047 -0.249  -0.006
H: 4.764 -1.242 -0.591  0.003
H: 4.069 -2.228 -3.021  0.000
C: -0.620 -1.226 4.599  -0.002
C: -0.252 -2.124 3.583  0.001
C: -0.022 -1.664 2.287  -0.024
C: -0.219 -0.311 1.975  -0.001
C: -0.516 0.592 2.998  -0.015
C: -0.727 0.133 4.301  0.001
Si: -0.429 0.111 0.149  -0.215
C: -1.941 -0.940 -0.197  0.009
C: -1.905 -2.163 -0.881  0.002
C: -2.960 -3.066 -0.747  -0.001
C: -4.078 -2.732 0.032  -0.001
C: -4.158 -1.470 0.621  0.001
C: -3.102 -0.563 0.481  -0.001
C: -1.018 1.878 -0.080  0.023
C: -1.974 2.154 -1.060  0.016
C: -2.433 3.467 -1.237  -0.006
C: -1.921 4.499 -0.447  0.006
C: -0.930 4.232 0.499  -0.001
C: -0.463 2.925 0.667  0.020
H: -0.815 -1.589 5.609  0.000
H: -0.150 -3.194 3.807  0.000
H: 0.254 -2.378 1.522  0.004
H: -0.625 1.654 2.775  0.001
H: -0.981 0.850 5.078  0.000
H: -1.055 -2.408 -1.525  0.001
H: -2.910 -4.031 -1.252  0.000
H: -4.892 -3.449 0.148  0.000
H: -5.038 -1.185 1.200  0.000
H: -3.183 0.430 0.934  0.001
H: -2.366 1.351 -1.683  0.002
H: -3.193 3.670 -1.991  0.000
H: -2.288 5.518 -0.578  0.000
H: -0.511 5.029 1.110  0.000
H: 0.335 2.729 1.384  0.004

Calculated values
DFT total energy = -4013.58825 Eh
orbital gap (alpha / beta) = 5.6 / 6.4 eV
multiplicity = 3
⟨S²⟩ = 2.16
lowest unoccupied orbital energy (alpha / beta) = -1.9 / -1.2 eV
total charge = 0
strongest force on any atom = 6.64 eV/A

(2)
C28H25BrNPSr as an isolated structure in a non-equilibrium geometry. Source: OMol25; level of theory: ωB97M-V/def2-TZVPD.

Each line ends with the natural charge from an NBO analysis.
Cartesian coordinates (Å):
C: 1.159 0.006 -2.077  -0.366
C: 0.169 1.102 -2.093  -0.381
C: 0.557 2.073 -1.051  -0.398
H: -0.709 1.124 -2.652  0.219
C: 1.783 1.590 -0.404  -0.423
C: 2.151 0.301 -1.022  -0.415
H: 2.921 -0.319 -0.704  0.193
H: 1.119 -0.845 -2.657  0.192
H: -0.013 2.889 -0.733  0.230
H: 2.249 2.022 0.426  0.206
Sr: -0.067 0.151 0.193  1.706
Br: -2.380 1.197 -0.067  -0.843
C: -0.889 -1.665 1.472  -0.409
C: 0.536 -1.953 1.259  -0.436
C: 0.719 -2.264 -0.187  -0.371
H: 1.302 -1.818 1.954  0.198
C: -0.592 -2.156 -0.845  -0.398
C: -1.590 -1.811 0.179  -0.367
H: -2.596 -1.608 0.008  0.223
H: -1.313 -1.287 2.346  0.231
H: 1.628 -2.441 -0.645  0.190
H: -0.786 -2.241 -1.861  0.197
N: -0.994 1.319 2.315  -1.504
P: -1.472 2.394 3.401  1.609
C: -1.458 4.110 2.715  -0.376
C: -0.662 5.128 3.270  -0.207
C: -0.714 6.425 2.786  -0.243
C: -1.563 6.746 1.733  -0.237
C: -2.360 5.757 1.167  -0.247
C: -2.306 4.459 1.651  -0.114
C: -3.250 1.916 3.560  -0.275
C: -3.705 0.735 3.002  -0.175
C: -5.049 0.359 3.002  -0.226
C: -5.977 1.207 3.602  -0.236
C: -5.553 2.391 4.180  -0.246
C: -4.210 2.753 4.167  -0.246
C: -0.576 2.370 5.014  -0.264
C: -1.060 3.179 6.062  -0.238
C: -0.420 3.241 7.290  -0.229
C: 0.736 2.491 7.504  -0.235
C: 1.232 1.687 6.488  -0.237
C: 0.596 1.614 5.258  -0.202
H: 0.003 4.899 4.116  0.209
H: -0.088 7.209 3.241  0.191
H: -1.610 7.777 1.358  0.190
H: -3.045 6.013 0.345  0.203
H: -2.964 3.688 1.205  0.256
H: -3.014 0.031 2.494  0.283
H: -5.361 -0.580 2.537  0.206
H: -7.036 0.919 3.601  0.187
H: -6.298 3.060 4.643  0.185
H: -3.898 3.713 4.611  0.194
H: -1.960 3.784 5.899  0.208
H: -0.823 3.885 8.080  0.193
H: 1.240 2.553 8.477  0.193
H: 2.154 1.104 6.666  0.200
H: 1.002 0.985 4.449  0.254

Calculated values
DFT total energy = -4082.67096 Eh
orbital gap = 4.6 eV
energy above the lowest of the compared OMol25 structures with the same formula, charge and spin = 0.0 kcal/mol
lowest unoccupied orbital energy = 4.5 eV
total charge = -2
strongest force on any atom = 7.34 eV/A